C26H31BClN3O4Pd | ωB97M-V with the def2-TZVPD basis set

XYZ file:
```
67
Properties=species:S:1:pos:R:3
Pd -0.81 0.75 0.49
O 2.47 -5.69 -1.06
C 2.89 -4.76 -0.06
C 2.35 -3.38 -0.33
C 1.11 -3.20 -1.02
C 0.67 -1.93 -1.15
N 1.33 -0.84 -0.68
C 2.46 -0.97 0.12
C 3.00 -2.32 0.19
C 3.06 -0.01 0.87
C 4.20 -0.20 1.77
C 4.14 -0.96 2.92
C 5.51 -1.40 3.47
O 5.52 -1.70 4.86
C 3.17 -1.53 3.73
C 1.71 2.02 1.51
N 2.48 1.31 0.95
H 2.49 -6.57 -0.67
H 3.99 -4.72 -0.02
H 2.54 -5.08 0.93
H 0.55 -4.03 -1.41
H -0.27 -1.69 -1.63
H 3.92 -2.44 0.75
H 5.17 0.18 1.47
H 6.22 -0.58 3.29
H 5.84 -2.27 2.90
H 4.58 -1.78 5.11
H 1.12 -0.11 4.46
H -0.47 0.34 2.57
N 1.02 1.10 -1.91
C 0.62 0.45 -0.89
H 1.82 0.63 -2.35
Cl 1.58 -0.44 3.29
C -0.05 -0.60 2.28
C -0.72 -1.78 2.80
C -2.01 -2.16 2.68
C -3.13 -1.54 1.99
C -3.32 -0.28 1.55
C -2.51 0.92 1.70
C -2.74 1.83 2.64
H -0.06 -2.52 3.25
H -2.23 -3.15 3.05
H -3.91 -2.25 1.72
H -4.20 -0.15 0.91
H -2.12 2.72 2.74
H -3.56 1.74 3.36
C -4.36 1.92 -2.84
C -2.84 2.00 -3.00
C -2.46 1.62 -4.42
O -2.27 1.04 -2.12
B -1.73 1.68 -0.99
O -1.90 3.06 -1.15
C -2.24 3.35 -2.50
C -3.21 4.52 -2.52
C -0.95 3.73 -3.22
H -4.68 0.90 -3.07
H -4.88 2.61 -3.51
H -4.64 2.13 -1.81
H -2.91 0.65 -4.67
H -1.37 1.52 -4.51
H -2.81 2.36 -5.14
H -4.08 4.32 -1.90
H -3.53 4.75 -3.54
H -2.70 5.40 -2.11
H -0.21 2.93 -3.12
H -0.54 4.62 -2.74
H -1.12 3.95 -4.28
```

Calculated total energy (Ha): -2087.10874
Maximum force (eV/Å): 1.7
Orbital gap (Ha): 0.1777
Total charge: -2
E_LUMO (eV): 4.43